C25H35AlN2O2Si as an isolated structure. Source: the Open Molecules 2025 dataset; level of theory: ωB97M-V with the def2-TZVPD basis set.

Values from the calculation:
* HOMO energy: -7.4 eV
* E_tot: -1765.7345 Ha
* max |F|: 0.44 eV/Å
* LUMO level: -0.19 eV

```
! RIJCOSX wB97M-V def2-TZVPD def2/J DEFGRID3
* xyz 0 1
Al 0.745 -0.543 0.734
O 1.270 0.674 1.967
C 0.747 1.174 3.052
C 1.216 2.405 3.551
C 0.664 2.954 4.684
C -0.362 2.311 5.391
C -0.814 1.099 4.933
C -0.279 0.521 3.770
C -0.745 -0.772 3.361
N -0.390 -1.385 2.290
C -0.841 -2.766 2.122
C -0.778 -3.080 0.639
N 0.478 -2.525 0.172
C 1.245 -3.214 -0.587
C 2.506 -2.757 -1.104
C 3.215 -3.589 -1.984
C 4.432 -3.207 -2.495
C 4.961 -1.968 -2.108
C 4.293 -1.137 -1.238
C 3.039 -1.507 -0.715
O 2.423 -0.705 0.108
H 2.008 2.902 3.008
H 1.033 3.909 5.037
H -0.780 2.758 6.282
H -1.596 0.569 5.465
H -1.435 -1.273 4.047
H -1.842 -2.919 2.533
H -0.146 -3.421 2.655
H -1.596 -2.571 0.119
H -0.858 -4.153 0.445
H 0.934 -4.222 -0.879
H 2.782 -4.544 -2.260
H 4.971 -3.847 -3.178
H 5.919 -1.654 -2.503
H 4.702 -0.183 -0.939
C 0.985 1.379 -2.101
Si -0.466 0.739 -1.052
C -1.603 -0.187 -2.318
C -0.972 -1.537 -2.684
C -1.743 0.596 -3.630
C -2.998 -0.454 -1.748
C -1.331 2.303 -0.320
C -2.138 3.132 -1.322
C -0.219 3.213 0.225
C -2.255 1.918 0.839
H 0.680 2.183 -2.776
H 1.413 0.577 -2.707
H 1.787 1.755 -1.465
H 0.072 -1.437 -2.992
H -1.520 -1.985 -3.521
H -1.010 -2.244 -1.858
H -0.776 0.731 -4.117
H -2.188 1.579 -3.499
H -2.381 0.035 -4.324
H -2.960 -0.953 -0.775
H -3.570 -1.098 -2.427
H -3.569 0.467 -1.616
H -1.542 3.421 -2.191
H -2.479 4.057 -0.841
H -3.026 2.611 -1.680
H 0.362 3.655 -0.586
H 0.476 2.684 0.876
H -0.660 4.033 0.803
H -3.090 1.295 0.509
H -2.678 2.818 1.302
H -1.722 1.373 1.620
*
```

C4H5O3Sr as an isolated structure. Source: the Open Molecules 2025 dataset; level of theory: ωB97M-V with the def2-TZVPD basis set.

Values from the calculation:
* HOMO energy (alpha / beta): -10.8 / -10.8 eV
* E_tot: -411.4841 Ha
* max |F|: 6.11 eV/Å
* LUMO level (alpha / beta): -4.97 / -4.97 eV

```
! RIJCOSX wB97M-V def2-TZVPD def2/J DEFGRID3
* xyz 1 1
O 0.521 -0.858 0.256
C 1.528 -0.173 -0.313
C 2.481 0.490 0.358
H 3.372 0.775 -0.206
H 2.421 0.545 1.451
C -0.966 -0.242 -0.140
O -1.222 0.248 -1.260
Sr 0.456 1.901 -1.562
O -1.898 -0.837 0.552
C -3.108 -1.233 -0.110
H -3.628 -0.342 -0.481
H -2.890 -1.897 -0.954
H -3.696 -1.758 0.647
*
```

One molecule with the formula C3H5N3. Source: the Open Molecules 2025 dataset; level of theory: ωB97M-V with the def2-TZVPD basis set.

Values from the calculation:
* SMILES: Cc1cn[nH]n1
* HOMO energy: -9.9 eV
* E_tot: -281.5258 Ha
* max |F|: 2.43 eV/Å
* LUMO level: 1.04 eV

```
! RIJCOSX wB97M-V def2-TZVPD def2/J DEFGRID3
* xyz 0 1
C 0.982 -1.409 -0.074
C 0.204 -0.114 -0.292
N 0.257 0.854 -1.170
N -0.834 1.777 -0.736
N -1.367 1.384 0.420
C -0.854 0.244 0.740
H 1.340 -1.366 0.963
H 0.275 -2.247 -0.119
H 1.841 -1.669 -0.705
H -0.592 2.769 -0.650
H -1.256 -0.219 1.656
*
```

A 2-piece molecular cluster, C4H13NO overall. Source: the Open Molecules 2025 dataset; level of theory: ωB97M-V with the def2-TZVPD basis set.

Values from the calculation:
* SMILES: CCCNC.O
* HOMO energy: -8.9 eV
* E_tot: -290.1653 Ha
* max |F|: 1.47 eV/Å
* LUMO level: 0.72 eV

```
! RIJCOSX wB97M-V def2-TZVPD def2/J DEFGRID3
* xyz 0 1
C -1.800 -1.517 0.667
C -1.109 -0.169 0.498
C 0.365 -0.203 0.822
N 1.043 1.024 0.330
C 2.492 0.833 0.355
H -2.866 -1.397 0.865
H -1.781 -2.102 -0.256
H -1.351 -2.114 1.456
H -1.339 0.261 -0.478
H -1.530 0.558 1.199
H 0.545 -0.230 1.905
H 0.951 -1.084 0.516
H 0.733 1.210 -0.609
H 2.763 0.440 1.347
H 2.880 0.041 -0.294
H 3.001 1.792 0.311
H -0.944 0.123 -2.591
H -0.696 1.599 -3.149
O -1.356 0.935 -2.892
*
```

One molecule with the formula C7H8O. Source: the Open Molecules 2025 dataset; level of theory: ωB97M-V with the def2-TZVPD basis set.

Values from the calculation:
* SMILES: C=CCc1ccco1
* HOMO energy: -8.2 eV
* E_tot: -346.5661 Ha
* max |F|: 7.37 eV/Å
* LUMO level: 0.99 eV

```
! RIJCOSX wB97M-V def2-TZVPD def2/J DEFGRID3
* xyz 0 1
C -0.010 -1.524 1.844
C -1.265 -0.922 1.780
C -1.558 -0.212 0.540
C -0.337 0.263 -0.341
C 0.157 -0.340 -1.518
C 1.521 0.169 -1.764
C 1.388 1.356 -0.789
H 0.376 -1.570 3.034
H 0.928 -1.608 1.193
H -2.112 -1.134 2.264
H -2.154 -0.905 -0.244
H -2.479 0.591 0.600
H -0.488 -1.051 -2.084
H 2.089 0.321 -2.827
H 2.110 2.161 -0.487
O 0.294 1.307 0.004
*
```

A 2-piece molecular cluster, C3H3FN2O overall. Source: the Open Molecules 2025 dataset; level of theory: ωB97M-V with the def2-TZVPD basis set.

Values from the calculation:
* HOMO energy: -8.5 eV
* E_tot: -400.5947 Ha
* max |F|: 6.66 eV/Å
* LUMO level: -0.34 eV

```
! RIJCOSX wB97M-V def2-TZVPD def2/J DEFGRID3
* xyz 0 1
C 0.109 1.237 0.156
C 1.148 0.295 0.052
C -0.721 -0.973 -0.016
H 2.158 0.272 0.140
H 0.924 -1.871 0.723
H -1.956 1.000 -0.776
N 0.633 -0.963 -0.069
N -1.064 0.430 0.191
O -1.406 -2.002 -0.338
F 0.176 2.575 -0.062
*
```

C8H16N2 as an isolated structure. Source: the Open Molecules 2025 dataset; level of theory: ωB97M-V with the def2-TZVPD basis set.

Values from the calculation:
* HOMO energy: -7.8 eV
* E_tot: -423.7802 Ha
* max |F|: 7.72 eV/Å
* LUMO level: 0.97 eV

```
! RIJCOSX wB97M-V def2-TZVPD def2/J DEFGRID3
* xyz 0 1
C 0.371 -0.554 -1.845
C 1.398 -1.044 0.916
C -0.917 2.097 2.051
C 0.054 0.547 -2.825
C -0.207 -1.902 -2.189
N 0.503 0.059 0.632
C -0.525 0.001 -0.141
C -0.075 0.884 2.220
C 0.347 0.444 3.394
N -1.718 0.337 -0.198
H 1.441 -0.597 -1.661
H -2.175 0.259 -1.098
H 2.315 -0.962 0.328
H 1.776 -1.080 1.934
H 0.909 -2.000 0.729
H -0.527 2.730 1.252
H -0.953 2.681 2.978
H -1.943 1.839 1.794
H 0.524 0.351 -3.797
H 0.430 1.508 -2.473
H -1.021 0.631 -3.000
H -1.298 -1.858 -2.239
H 0.063 -2.660 -1.453
H 0.148 -2.255 -3.166
H 0.193 1.021 4.303
H 0.888 -0.478 3.554
*
```

C3H3KLiO3 as an isolated structure. Source: the Open Molecules 2025 dataset; level of theory: ωB97M-V with the def2-TZVPD basis set.

Values from the calculation:
* HOMO energy (alpha / beta): -18.7 / -18.5 eV
* E_tot: -948.6384 Ha
* max |F|: 2.19 eV/Å
* LUMO level (alpha / beta): -7.83 / -9.71 eV

```
! RIJCOSX wB97M-V def2-TZVPD def2/J DEFGRID3
* xyz 2 2
C -3.312 0.681 -0.376
C -4.449 1.233 -0.412
H -3.725 2.050 -0.894
H -2.223 0.850 -0.430
H -5.506 0.976 -0.440
C -2.768 -1.747 1.107
O -2.779 -1.126 2.180
O -1.980 -2.763 1.038
K -1.712 -1.213 4.528
O -3.376 -1.420 0.023
Li -4.283 -2.464 -1.323
*
```

Which value of max |F| does entry 3 give? 2.43 eV/Å

Which of these has the lowest max |F|? C25H35AlN2O2Si